C41H80Cl20F3IO8P2S2 as an isolated structure in a non-equilibrium geometry. Source: OMol25; level of theory: wB97M-V/def2-TZVPD.

Each line ends with the Löwdin charge.
CARTESIAN COORDINATES (ANGSTROEM)
C 5.01212 -5.87527 2.30563  -0.1148
O 4.32381 -5.28708 1.21823  -0.2060
C 5.11989 -4.37980 0.45933  -0.2276
C 4.73490 -2.91058 0.73251  -0.1493
C 4.07730 -2.20378 -0.46984  -0.1975
C 4.39984 -0.68724 -0.51970  -0.1959
C 3.27138 0.17008 0.11074  -0.1942
C 2.24256 0.65062 -0.92980  -0.1891
C 0.78327 0.55256 -0.43581  -0.2083
C -0.23895 0.24222 -1.55279  -0.1834
C -1.58109 0.98459 -1.38553  -0.2155
C -2.79029 0.06851 -1.11038  -0.1891
C -2.49708 -1.16578 -0.20544  -0.2229
C -3.67659 -1.49664 0.71712  -0.2596
C -3.81929 -3.02102 1.07353  -0.4042
C -3.43510 -3.96974 -0.12188  -0.2292
C -1.98175 -4.40247 -0.25518  -0.2587
C -1.74186 -5.03373 -1.64765  -0.5462
S -1.59384 -3.81642 -2.97552  0.7122
P -5.67196 -3.35081 1.24127  0.7836
O -6.51903 -2.14240 1.33840  -0.3729
C -3.18099 -3.43463 2.43428  -0.4528
C -1.76766 -2.90497 2.75205  -0.1007
O -0.72270 -3.79849 2.36537  0.0276
C 0.46978 -3.22009 2.15565  -0.7280
F 1.39210 -4.15673 2.12868  0.2077
F 0.78879 -2.32994 3.10175  0.1774
F 0.51005 -2.57027 0.97824  0.1451
P -3.36069 -5.28314 2.76993  0.8066
O -2.12183 -6.08162 2.87119  -0.3882
O -4.06510 -2.87388 3.46470  -0.3056
S -4.14400 -1.27532 3.63565  0.6127
O -3.08993 -0.85191 4.51512  -0.3498
O -5.47428 -0.98752 4.07074  -0.2291
C -3.88746 -0.49230 1.92195  -0.7540
O -5.03715 0.26054 1.74770  -0.1121
I -2.27967 0.95290 2.22380  1.1583
H 4.39424 -6.69547 2.67427  0.0854
H 5.14911 -5.14399 3.11390  0.0885
H 5.99154 -6.25245 1.98879  0.0806
H 4.95714 -4.62521 -0.59314  0.0892
H 6.18536 -4.52275 0.66926  0.0901
H 4.06268 -2.90713 1.59639  0.1128
H 5.62429 -2.34648 1.02647  0.0728
H 4.39492 -2.62464 -1.42692  0.0353
H 2.99007 -2.29604 -0.36983  0.1028
H 5.36216 -0.47828 -0.04951  0.0611
H 4.48906 -0.37966 -1.56822  0.1019
H 2.78809 -0.43707 0.88525  0.0970
H 3.73391 1.01559 0.63265  0.0976
H 2.37598 0.15586 -1.89497  0.1054
H 2.43536 1.71779 -1.09116  0.1090
H 0.71535 -0.22178 0.33499  0.0753
H 0.52361 1.48973 0.06653  0.0964
H 0.23086 0.57291 -2.48568  0.1061
H -0.38597 -0.83670 -1.64322  0.0965
H -1.53730 1.76724 -0.62636  0.0537
H -1.79327 1.50475 -2.32556  0.1047
H -3.61268 0.66557 -0.69971  0.0896
H -3.15054 -0.30498 -2.07663  0.1168
H -1.54695 -1.04359 0.31888  0.0568
H -2.35136 -1.96551 -0.92574  0.0534
H -4.56591 -1.30531 0.10459  0.1352
H -3.67469 -3.38459 -1.02047  0.1073
H -4.10697 -4.83008 -0.17159  0.0734
H -1.30041 -3.55939 -0.15780  0.0840
H -1.68030 -5.15921 0.47404  0.1039
H -0.87241 -5.69017 -1.60704  0.0069
H -2.60050 -5.68189 -1.85687  0.0823
H -2.81184 -3.84362 -3.53124  -0.1391
H -6.02076 -4.10778 0.10294  0.0363
H -5.85960 -4.22569 2.33253  0.0218
H -1.60226 -1.92443 2.29316  0.0882
H -1.70710 -2.75106 3.83294  0.1425
H -4.22260 -5.78078 1.77591  0.0219
H -4.11595 -5.32052 3.95660  0.0423
H -4.81211 1.06077 1.25332  0.0476
Cl -1.79984 4.87395 -4.75239  0.5309
C -0.93940 6.23944 -3.99464  -0.7122
C 0.29863 5.78730 -3.26517  -0.6504
Cl -0.07722 4.81278 -1.81641  0.5244
H -1.62749 6.74460 -3.31737  -0.0528
H -0.66479 6.92579 -4.79450  0.0746
H 0.86125 6.65601 -2.92634  0.0728
H 0.93899 5.18726 -3.90706  0.0667
Cl -4.53449 4.01205 0.61193  0.5359
C -4.04272 5.71543 0.86526  -0.6294
C -4.29419 6.57047 -0.34801  -0.6428
Cl -3.21699 6.21161 -1.71729  0.5795
H -3.00014 5.72208 1.17354  0.0722
H -4.65628 6.08879 1.68497  0.0657
H -4.12670 7.61664 -0.09583  0.0778
H -5.31732 6.45283 -0.69180  0.0498
Cl -6.93666 8.56527 -2.45238  0.5315
C -6.57533 9.06647 -4.12366  -0.6564
C -5.74377 8.07512 -4.90271  -0.6386
Cl -4.06129 7.95900 -4.31886  0.5521
H -6.08097 10.03365 -4.07600  0.0661
H -7.53637 9.19308 -4.62006  0.0715
H -5.68937 8.40655 -5.93873  0.0709
H -6.17124 7.07570 -4.87955  0.0729
Cl 4.01308 -2.55892 -5.27834  0.5436
C 5.50653 -3.49253 -5.54787  -0.6651
C 5.81959 -4.39938 -4.38579  -0.6312
Cl 6.27655 -3.48166 -2.92800  0.6276
H 6.31443 -2.78808 -5.72911  0.0681
H 5.35372 -4.08883 -6.44621  0.0704
H 6.66218 -5.04249 -4.63738  0.0724
H 4.96802 -5.02648 -4.13146  0.0704
Cl 7.29055 2.51907 -0.21202  0.5365
C 7.20419 2.25463 1.55085  -0.6576
C 8.23371 1.26932 2.03647  -0.6876
Cl 7.89578 -0.38179 1.45340  0.5486
H 6.19662 1.91923 1.78602  0.0624
H 7.37211 3.21969 2.02691  0.0708
H 8.21937 1.23748 3.12562  -0.0344
H 9.23504 1.54023 1.70885  0.0702
Cl 9.42380 2.36312 4.97481  0.5917
C 8.97916 1.74283 6.58718  -0.6422
C 8.77790 0.24996 6.56697  -0.6560
Cl 7.34159 -0.21217 5.61871  0.5608
H 8.07952 2.26210 6.90693  0.0696
H 9.79009 1.99922 7.26677  0.0733
H 8.62541 -0.11229 7.58232  0.0730
H 9.63728 -0.25985 6.13878  0.0703
Cl -7.88076 8.73024 0.85556  0.5077
C -9.59698 8.25804 1.03421  -0.6614
C -9.87743 6.81882 0.69358  -0.6876
Cl -9.65729 6.48743 -1.04613  0.5326
H -10.17302 8.93354 0.40709  0.0674
H -9.86660 8.43066 2.07520  0.0618
H -10.91640 6.59205 0.93114  0.0760
H -9.25349 6.12734 1.25861  -0.0287
Cl 8.74637 -3.13688 -0.52196  0.5323
C 9.34324 -4.46656 -1.54161  -0.6837
C 10.83625 -4.64203 -1.43406  -0.6648
Cl 11.72822 -3.27807 -2.15678  0.5377
H 9.03740 -4.26199 -2.56426  0.0350
H 8.84396 -5.37499 -1.20519  0.0744
H 11.13745 -5.53922 -1.97272  0.0705
H 11.15146 -4.73426 -0.39787  0.0665
Cl -1.45840 -6.17975 -5.88094  0.5372
C 0.18504 -6.85530 -6.00369  -0.6583
C 0.48634 -7.78900 -4.86021  -0.6512
Cl 0.59652 -6.91368 -3.31258  0.5902
H 0.88652 -6.02511 -6.03614  0.0683
H 0.24234 -7.39782 -6.94621  0.0717
H 1.44473 -8.28004 -5.02177  0.0714
H -0.28220 -8.55104 -4.75926  0.0682
Cl -5.94071 7.85717 5.15245  0.5389
C -7.68019 7.57961 5.42634  -0.6614
C -8.10451 6.19751 5.00243  -0.6297
Cl -8.01132 6.00051 3.23178  0.6166
H -8.22733 8.34764 4.88468  0.0640
H -7.86156 7.70669 6.49236  0.0731
H -9.13884 6.02075 5.29253  0.0753
H -7.48102 5.43111 5.45617  0.0718

Results
LUMO, eV: 0.2
Total energy, hartree: -13492.29694
Kohn-Sham gap, eV: 9.1